Entry 1:
DFT (wB97M-V/def2-TZVPD) results for FeH34O25S2 as an isolated structure in a non-equilibrium geometry.

* LUMO energy (spin up / spin down): 0.9 / -1.3 eV
* HOMO level (spin up / spin down): -5.61 / -5.60 eV
* net charge: -1
* <S²>: 8.77
* spin multiplicity: 6
* HOMO-LUMO gap (spin up / spin down): 6.483 / 4.278 eV

Each line ends with the natural charge from an NBO analysis.
Cartesian coordinates (Å):
Fe 1.063 2.402 1.764  1.767
S -0.140 0.091 -0.215  2.714
O 0.896 -0.828 -0.774  -1.020
O 0.457 1.167 0.552  -1.065
O -0.844 0.667 -1.406  -1.065
O -1.116 -0.608 0.637  -1.075
S 3.756 0.523 2.293  2.617
O 4.147 0.010 0.983  -1.017
O 3.340 -0.484 3.236  -0.872
O 4.832 1.331 2.804  -0.977
O 2.579 1.312 2.055  -0.948
O 3.155 -1.472 -0.996  -0.996
H 2.192 -1.216 -0.913  0.454
H 3.577 -1.132 -0.198  0.472
O 2.704 -3.715 -2.023  -0.955
H 3.333 -4.331 -1.580  0.447
H 2.057 -3.421 -1.373  0.494
O -2.499 2.284 -2.226  -0.987
H -3.002 1.757 -2.783  0.460
H -1.838 1.697 -1.838  0.482
O -4.206 -0.233 2.318  -0.947
H -3.762 -0.234 1.484  0.463
H -4.445 -1.157 2.314  0.464
O -0.727 -1.703 2.896  -1.000
H -0.632 -1.158 2.116  0.496
H -0.415 -2.623 2.749  0.473
O -2.495 2.109 1.100  -0.958
H -2.620 1.215 1.085  0.503
H -3.281 2.593 0.827  0.503
O -1.836 -2.399 -1.957  -0.988
H -2.667 -2.012 -1.621  0.468
H -1.495 -1.716 -2.525  0.479
O 1.963 3.644 0.421  -0.988
H 2.545 3.139 -0.174  0.537
H 1.778 4.471 0.014  0.511
O -3.537 -1.028 -0.267  -0.971
H -3.844 -1.792 0.139  0.484
H -2.682 -0.849 0.074  0.486
O 0.460 2.773 -2.185  -0.971
H 0.340 2.812 -3.094  0.457
H -0.089 2.008 -1.961  0.479
O -0.004 1.542 3.233  -0.975
H -0.926 1.551 3.583  0.528
H 0.443 0.960 3.884  0.532
O 0.714 -3.233 -0.085  -0.963
H 0.778 -2.282 -0.327  0.483
H 0.674 -3.186 0.895  0.446
O 1.558 -1.569 -3.259  -0.944
H 1.125 -1.307 -2.410  0.471
H 0.983 -2.226 -3.605  0.460
O -0.554 3.642 1.680  -0.998
H -1.393 3.234 1.433  0.532
H -0.797 4.441 2.197  0.502
O 3.033 1.589 -1.030  -0.959
H 3.812 2.159 -0.884  0.454
H 3.169 0.759 -0.547  0.524
O -1.012 -0.589 -3.659  -0.992
H -0.258 -0.361 -4.250  0.490
H -0.749 -0.101 -2.848  0.492
O -2.744 -3.222 1.204  -0.964
H -2.044 -2.597 0.908  0.501
H -2.800 -3.116 2.138  0.467


Entry 2:
DFT (wB97M-V/def2-TZVPD) results for one molecule with the formula C5H8O4S in a non-equilibrium geometry.

* LUMO energy: 0.5 eV
* HOMO level: -8.11 eV
* SMILES: C[C@H](OC(O)=S)/C(O)=C\O
* spin multiplicity: 1
* HOMO-LUMO gap: 8.593 eV

Each line ends with the natural charge from an NBO analysis.
Cartesian coordinates (Å):
C 0.643 1.100 -1.763  -0.614
C -0.331 0.277 -0.934  0.046
O -0.706 1.056 0.205  -0.513
C -1.317 0.405 1.187  0.518
O -1.249 1.047 2.344  -0.647
S -2.275 -0.903 1.042  -0.185
C 0.279 -0.996 -0.398  0.194
O 0.106 -2.149 -1.112  -0.685
C 0.839 -1.048 0.809  0.061
O 1.208 0.035 1.565  -0.701
H 0.997 0.501 -2.598  0.226
H 1.488 1.392 -1.144  0.223
H 0.154 1.995 -2.142  0.216
H -1.231 0.039 -1.520  0.203
H -0.644 1.803 2.279  0.494
H -0.834 -2.259 -1.314  0.482
H 1.178 -2.017 1.161  0.190
H 1.693 -0.278 2.334  0.492


Entry 3:
DFT (wB97M-V/def2-TZVPD) results for C36H68BrN11OSW as an isolated structure in a non-equilibrium geometry.

* LUMO energy (spin up / spin down): -5.8 / -5.4 eV
* HOMO level (spin up / spin down): -12.34 / -12.89 eV
* net charge: +2
* <S²>: 2.02
* spin multiplicity: 3
* HOMO-LUMO gap (spin up / spin down): 6.517 / 7.468 eV

Each line ends with the Löwdin spin population.
Cartesian coordinates (Å):
W 0.620 -0.873 0.473  1.616
C 1.265 -5.546 -3.905  0.000
N 0.847 -5.234 -2.543  0.001
C 0.261 -6.348 -1.811  0.000
C 0.718 -3.939 -2.102  0.003
N 1.001 -3.550 -0.921  0.046
C 1.715 -4.457 -0.038  0.002
C 2.157 -3.726 1.210  0.003
N 1.108 -2.839 1.768  0.007
C 1.611 -2.302 3.060  0.002
C 0.941 -0.981 3.365  0.013
N 1.420 -0.031 2.341  0.008
C 2.296 0.883 2.755  0.011
N 2.993 1.735 1.990  0.017
C 3.122 1.746 0.537  0.002
C 3.756 2.829 2.604  0.002
N 2.499 1.020 4.122  0.003
C 1.462 1.607 4.950  0.001
C 3.815 0.846 4.712  0.000
C -0.154 -3.592 2.019  0.004
C -1.242 -3.100 1.104  0.006
N -1.319 -1.628 1.167  0.018
C -2.444 -1.074 1.620  0.019
N -2.740 0.221 1.302  0.010
C -2.997 0.582 -0.091  0.001
C -3.460 1.053 2.261  0.001
N -3.327 -1.749 2.395  0.011
C -4.767 -1.558 2.234  0.001
C -2.957 -2.540 3.559  0.002
N 0.199 -2.941 -2.976  0.000
C 1.106 -2.331 -3.942  0.001
C -1.101 -3.288 -3.546  0.000
H 1.751 -6.522 -3.891  0.000
H 1.998 -4.828 -4.260  0.000
H 0.431 -5.596 -4.609  0.000
H -0.322 -6.952 -2.509  0.000
H -0.427 -5.985 -1.047  0.000
H 1.011 -6.995 -1.350  0.000
H 2.619 -4.842 -0.524  0.001
H 1.126 -5.337 0.240  0.000
H 3.041 -3.123 1.025  0.000
H 2.433 -4.471 1.965  0.000
H 2.680 -2.113 2.961  0.000
H 1.477 -3.037 3.857  0.000
H 1.179 -0.687 4.381  0.002
H -0.144 -1.052 3.285  0.002
H 2.421 1.089 0.063  0.001
H 4.136 1.463 0.246  0.000
H 2.932 2.758 0.181  0.000
H 3.347 3.104 3.569  0.000
H 3.689 3.694 1.947  0.000
H 4.808 2.567 2.713  0.001
H 0.523 1.645 4.398  0.000
H 1.723 2.628 5.247  0.000
H 1.315 1.021 5.862  0.000
H 4.524 0.514 3.956  0.000
H 3.771 0.083 5.493  0.000
H 4.191 1.768 5.164  0.000
H -0.437 -3.445 3.056  0.000
H 0.000 -4.662 1.883  0.000
H -2.192 -3.572 1.347  0.000
H -0.981 -3.375 0.081  0.001
H -2.506 -0.121 -0.756  0.000
H -2.640 1.588 -0.298  0.000
H -4.075 0.557 -0.285  0.000
H -3.298 0.692 3.274  0.000
H -4.533 1.095 2.059  0.000
H -3.067 2.068 2.195  0.000
H -4.984 -1.070 1.288  0.000
H -5.197 -0.981 3.054  0.000
H -5.242 -2.540 2.222  0.001
H -1.899 -2.436 3.768  0.000
H -3.204 -3.596 3.435  0.000
H -3.507 -2.165 4.424  0.001
H 1.166 -2.889 -4.882  0.000
H 2.104 -2.245 -3.510  0.000
H 0.752 -1.325 -4.179  0.001
H -1.040 -3.988 -4.386  0.000
H -1.580 -2.376 -3.904  0.000
H -1.736 -3.723 -2.774  0.000
C -1.259 3.129 -5.754  0.000
C -1.123 3.998 -4.505  0.000
C -2.456 4.726 -4.269  0.000
C -0.003 5.023 -4.730  0.000
C -0.794 3.164 -3.268  -0.002
C -0.644 1.781 -3.314  0.001
C -0.357 1.128 -2.139  0.003
Br -0.193 -0.774 -2.146  0.021
C -0.215 1.736 -0.899  0.011
O 0.125 0.963 0.166  0.032
C -0.418 3.117 -0.819  -0.001
C -0.672 3.776 -2.023  0.000
C -0.452 3.965 0.464  0.000
C -0.180 3.194 1.759  0.000
C -1.850 4.597 0.587  0.000
C 0.596 5.086 0.354  0.000
H -1.510 3.760 -6.607  0.000
H -2.055 2.390 -5.647  0.000
H -0.326 2.612 -5.991  0.000
H -2.761 5.251 -5.176  0.000
H -2.381 5.463 -3.468  0.000
H -3.243 4.016 -4.006  0.000
H -0.214 5.619 -5.620  0.000
H 0.956 4.522 -4.876  0.000
H 0.096 5.707 -3.886  0.000
H -0.736 1.228 -4.237  0.000
H -0.803 4.849 -1.981  0.000
H -0.806 2.306 1.857  0.000
H -0.383 3.857 2.602  0.000
H 0.863 2.881 1.816  0.000
H -2.618 3.829 0.713  0.000
H -2.114 5.181 -0.294  0.000
H -1.884 5.261 1.453  0.000
H 1.568 4.685 0.057  0.000
H 0.709 5.588 1.317  0.000
H 0.313 5.843 -0.378  0.000
S 4.825 -1.992 -1.286  0.068
C 3.452 -1.508 -0.710  0.044
N 2.405 -1.139 -0.264  -0.002


What are the electronic energy values for these records? In order: -3961.5166 -894.4198 -5128.8929 hartree.